1.
Entry from OMol25: a cluster of 5 separate species, C12H34IN2O4 in total in a non-equilibrium geometry (wB97M-V/def2-TZVPD).

**E_HOMO**: -4.63 eV
**E**: -32266.45157 eV
**M**: 397.32 g/mol
**Total charge**: -1

Element x y z (Å)
I: -1.359 -0.726 -0.392
C: -2.381 -0.163 4.101
C: -1.730 1.183 3.718
O: -2.296 1.541 2.505
H: -2.081 -0.616 5.046
H: -2.079 -1.012 3.488
H: -3.442 0.084 4.105
H: -0.670 1.037 3.511
H: -1.860 1.978 4.453
H: -2.204 0.823 1.876
C: -3.516 -3.135 2.157
C: -2.580 -4.203 1.756
O: -1.210 -3.795 1.956
H: -3.244 -2.222 1.628
H: -3.278 -2.877 3.189
H: -4.590 -3.314 2.110
H: -2.776 -4.467 0.717
H: -2.782 -5.076 2.376
H: -1.132 -2.942 1.522
C: -1.118 1.743 -4.229
C: 0.389 1.590 -4.141
C: 1.260 2.661 -4.969
O: 1.145 2.536 -6.423
C: 2.056 3.468 -7.067
N: 0.875 1.509 -2.791
H: -1.222 2.771 -3.882
H: -1.611 0.957 -3.658
H: -1.489 1.615 -5.246
H: 0.696 0.632 -4.562
H: 2.326 2.696 -4.745
H: 0.820 3.604 -4.645
H: 1.789 3.257 -8.103
H: 3.091 3.490 -6.726
H: 1.579 4.401 -6.767
H: 0.999 2.406 -2.344
H: 0.417 0.858 -2.169
C: 1.811 1.301 0.920
C: 2.354 -0.097 1.245
C: 1.750 -0.780 2.443
O: 2.273 -2.126 2.444
C: 2.160 -2.723 3.700
N: 2.160 -0.907 0.031
H: 0.731 1.372 0.789
H: 2.261 1.737 0.028
H: 2.028 1.994 1.733
H: 3.414 -0.129 1.499
H: 0.676 -0.596 2.402
H: 2.164 -0.255 3.304
H: 2.639 -2.176 4.512
H: 2.488 -3.756 3.581
H: 1.088 -2.709 3.896
H: 1.272 -0.671 -0.388
H: 1.943 -1.770 0.508

---

2.
Entry from OMol25: a structure of composition C12H34NNaO5 in a non-equilibrium geometry (wB97M-V/def2-TZVPD).

**E_HOMO**: -6.99 eV
**E**: -29136.75285 eV
**M**: 295.40 g/mol

Element x y z (Å)
Na: 15.123 -22.240 -12.106
C: 13.332 -24.794 -13.320
C: 12.519 -23.527 -13.012
O: 13.171 -22.396 -13.441
H: 13.651 -24.813 -14.360
H: 12.783 -25.722 -13.089
H: 14.208 -24.899 -12.654
H: 12.339 -23.558 -11.905
H: 11.574 -23.600 -13.575
C: 13.055 -27.071 -10.142
C: 13.333 -26.512 -8.783
C: 13.404 -27.576 -7.723
O: 12.252 -28.378 -7.613
C: 11.103 -27.672 -7.259
N: 14.577 -25.718 -8.786
H: 12.109 -27.605 -10.242
H: 13.831 -27.769 -10.468
H: 13.001 -26.271 -10.887
H: 12.544 -25.801 -8.498
H: 13.620 -27.185 -6.712
H: 14.273 -28.218 -7.899
H: 11.199 -27.054 -6.348
H: 10.295 -28.362 -7.021
H: 10.776 -26.980 -8.044
H: 14.582 -25.061 -9.553
H: 14.654 -25.203 -7.918
C: 9.191 -24.290 -15.315
C: 8.402 -23.477 -16.326
O: 8.631 -22.105 -16.023
H: 9.177 -23.857 -14.308
H: 10.229 -24.251 -15.641
H: 8.760 -25.267 -15.090
H: 7.328 -23.679 -16.269
H: 8.778 -23.701 -17.329
H: 8.065 -21.546 -16.562
C: 7.459 -24.888 -11.399
C: 8.962 -24.998 -11.373
O: 9.487 -23.781 -10.845
H: 6.951 -25.783 -11.035
H: 7.048 -24.645 -12.377
H: 7.169 -24.104 -10.696
H: 9.391 -25.111 -12.375
H: 9.301 -25.859 -10.786
H: 10.438 -23.775 -10.999
C: 11.835 -20.923 -10.051
C: 12.926 -19.884 -9.831
O: 14.070 -20.335 -10.591
H: 10.945 -20.598 -9.519
H: 12.174 -21.916 -9.757
H: 11.707 -20.959 -11.134
H: 13.228 -19.746 -8.793
H: 12.576 -18.951 -10.276
H: 14.609 -19.613 -10.921

---

3.
Entry from OMol25: a cluster of 6 separate species, C12H34NO11 in total in a non-equilibrium geometry (wB97M-V/def2-TZVPD).

**E_HOMO**: -4.17 eV
**E**: -37002.27303 eV
**M**: 368.40 g/mol
**Total charge**: -1

Element x y z (Å)
N: 1.980 -0.892 0.961
O: 3.149 -0.773 0.618
O: 1.182 -1.512 0.277
O: 1.640 -0.460 2.037
C: -5.044 0.900 -1.323
C: -5.245 1.470 0.119
C: -4.227 0.847 1.098
O: -5.052 2.914 0.077
H: -4.051 1.166 -1.688
H: -5.802 1.259 -2.019
H: -5.132 -0.173 -1.151
H: -6.189 1.344 0.649
H: -4.225 -0.226 0.909
H: -4.513 0.823 2.149
H: -3.163 1.083 1.079
H: -5.615 3.435 0.655
C: 0.439 6.227 -1.626
C: -0.309 4.851 -1.567
C: 0.485 3.714 -2.115
O: -0.726 4.785 -0.179
H: 1.118 6.125 -0.780
H: -0.149 7.143 -1.558
H: 1.019 6.407 -2.532
H: -1.198 5.015 -2.176
H: -0.128 2.864 -1.814
H: 1.439 3.615 -1.598
H: 0.669 3.828 -3.183
H: -1.644 4.553 -0.017
C: -1.247 -1.054 7.971
C: 0.144 -1.729 7.999
O: 1.249 -1.038 7.273
O: -1.305 0.291 8.290
H: -1.877 -1.546 8.712
H: -1.670 -1.052 6.966
H: 0.005 -2.762 7.680
H: 0.594 -1.715 8.991
H: 0.960 -0.897 6.368
H: -0.487 0.560 8.713
C: 4.691 -0.152 -4.483
C: 6.025 -0.136 -5.312
O: 7.082 -0.563 -4.478
O: 4.351 -1.516 -4.318
H: 3.865 0.417 -4.910
H: 4.930 0.215 -3.484
H: 6.149 0.915 -5.575
H: 6.062 -0.705 -6.241
H: 7.929 -0.329 -4.864
H: 3.483 -1.517 -3.907
C: 0.352 -6.320 -1.615
C: -0.767 -5.492 -2.215
O: -1.501 -4.859 -1.203
O: 1.444 -5.512 -1.177
H: 0.702 -7.052 -2.342
H: -0.256 -6.865 -0.893
H: -1.476 -6.202 -2.640
H: -0.217 -4.900 -2.947
H: -1.075 -4.009 -1.070
H: 1.157 -4.810 -0.590

---

4.
Entry from OMol25: a structure of composition C12H34O7S5Tl in a non-equilibrium geometry (wB97M-V/def2-TZVPD).

**Spin multiplicity**: 2
**E_HOMO (spin up / spin down)**: -6.48 / -5.94 eV
**E**: -86188.02517 eV
**⟨S²⟩**: 0.760
**M**: 655.12 g/mol

Element x y z (Å)
Tl: -10.618 2.373 14.011
O: -10.407 -0.587 14.315
C: -9.865 -1.244 13.181
C: -8.929 -0.629 12.067
O: -9.167 0.757 11.768
H: -10.738 -1.449 12.561
H: -9.501 -2.203 13.548
H: -9.008 -1.184 11.132
H: -7.887 -0.666 12.385
C: -6.042 1.366 16.490
S: -7.758 0.845 16.962
O: -8.731 1.577 16.029
C: -7.696 -0.983 16.446
H: -5.965 1.807 15.497
H: -5.260 0.611 16.416
H: -5.733 2.119 17.216
H: -6.899 -1.542 16.937
H: -7.414 -0.931 15.395
H: -8.619 -1.512 16.686
C: -8.834 4.580 17.993
S: -9.840 5.534 16.840
O: -10.105 4.418 15.808
C: -11.227 5.543 17.941
H: -9.262 3.611 18.249
H: -8.459 5.107 18.871
H: -7.906 4.271 17.512
H: -12.028 6.205 17.610
H: -10.891 5.715 18.963
H: -11.712 4.567 17.946
C: -10.908 0.433 18.221
S: -12.462 1.238 17.599
O: -12.275 2.021 16.309
C: -13.207 -0.430 17.038
H: -10.238 1.183 18.641
H: -10.554 -0.012 17.291
H: -11.158 -0.378 18.906
H: -14.245 -0.244 16.764
H: -13.167 -1.337 17.642
H: -12.679 -0.585 16.097
C: -12.448 7.248 14.675
S: -12.704 5.813 13.562
O: -12.542 4.576 14.407
C: -14.512 6.245 13.516
H: -11.389 7.222 14.931
H: -12.988 7.052 15.602
H: -12.683 8.221 14.242
H: -14.670 7.266 13.167
H: -14.930 6.224 14.522
H: -15.050 5.520 12.906
C: -15.510 -0.339 13.587
S: -14.370 0.852 12.723
O: -13.215 1.291 13.533
C: -13.736 -0.268 11.467
H: -16.039 0.062 14.452
H: -14.943 -1.192 13.960
H: -16.296 -0.792 12.982
H: -13.041 0.282 10.833
H: -14.515 -0.782 10.904
H: -13.121 -0.933 12.074